Entry from the Open Molecules 2025 dataset: a structure of composition C14H23Br3Cl10O4 (the ωB97M-V functional and the def2-TZVPD basis).

## Properties
- Energy above the lowest of the compared OMol25 structures with the same formula, charge and spin: 211.18 kJ/mol
- HOMO-LUMO gap: 9.809 eV
- HOMO: -10.129 eV
- Net charge: 0

CARTESIAN COORDINATES (ANGSTROEM)
O  -5.814  -0.995  0.523
C  -6.714  -1.814  0.690
O  -6.967  -2.322  1.833
C  -8.310  -2.983  1.867
C  -8.555  -3.375  0.416
C  -7.651  -2.366  -0.365
H  -9.103  -2.319  2.212
H  -8.214  -3.844  2.529
H  -9.587  -3.171  0.130
H  -8.397  -4.425  0.168
H  -8.256  -1.537  -0.732
H  -7.105  -2.813  -1.197
O  3.468  0.324  -1.857
C  2.616  1.053  -1.406
O  2.322  2.229  -2.037
C  1.342  3.047  -1.328
C  1.348  2.338  -0.046
C  1.881  0.931  -0.159
H  0.377  3.105  -1.831
H  1.771  4.034  -1.153
H  0.384  2.372  0.462
H  2.026  2.908  0.590
H  1.064  0.233  -0.342
H  2.434  0.629  0.731
C  6.006  8.130  7.012
Cl  5.471  6.672  6.139
Cl  4.718  9.265  7.363
H  6.340  7.817  8.001
H  6.847  8.552  6.463
C  -1.555  -8.385  0.991
Cl  -3.225  -8.878  1.326
Cl  -1.398  -6.639  1.121
H  -0.905  -8.849  1.734
H  -1.308  -8.654  -0.036
C  -2.109  0.957  5.786
Cl  -1.582  2.642  6.024
Cl  -1.519  -0.094  6.976
H  -3.190  0.975  5.930
H  -1.742  0.571  4.835
C  -2.568  0.231  -6.548
Cl  -1.717  1.196  -7.834
Cl  -4.156  0.814  -6.208
H  -2.783  -0.734  -7.006
H  -1.981  0.040  -5.650
C  7.080  -6.414  -3.654
Cl  8.804  -6.690  -4.193
Cl  5.858  -7.380  -4.546
H  6.947  -6.694  -2.609
H  6.929  -5.399  -4.022
C  7.953  7.055  -3.462
Br  9.134  7.192  -5.021
Br  6.807  8.660  -3.145
Br  9.034  6.703  -1.841
H  7.454  6.099  -3.621

Cartesian forces, eV/Å:
-1.30 -1.30 0.05
2.03 2.20 -2.87
-2.10 -1.36 3.44
1.15 -0.54 -0.57
-0.23 0.79 -0.97
-0.57 -0.55 0.32
0.51 0.33 0.24
0.03 0.27 0.06
-0.09 -0.12 0.18
0.46 0.11 0.22
0.12 0.00 -0.19
0.02 0.17 0.10
-0.82 0.34 0.18
2.51 -0.08 -1.58
-0.34 0.35 -0.95
1.16 -0.82 -0.74
-1.15 0.51 3.60
-1.59 0.37 0.42
0.24 -0.18 -0.32
-0.17 0.06 -0.66
-0.07 0.03 0.05
0.04 -0.16 0.31
-0.01 -0.25 0.16
0.18 -0.16 -0.46
0.51 -0.69 0.67
-0.02 0.29 0.07
-0.17 0.31 -0.40
0.14 -0.17 -0.31
-0.46 0.26 -0.02
-0.10 -0.04 -0.04
0.06 -0.17 -0.05
0.17 0.31 0.05
-0.11 0.04 -0.27
-0.02 -0.13 0.31
-0.78 0.84 -0.68
0.14 -0.04 -0.17
0.92 -1.25 1.58
0.16 -0.03 -0.69
-0.45 0.46 -0.05
0.32 -1.18 -1.27
-0.26 -0.40 1.02
-0.68 0.78 0.51
0.52 0.08 -0.06
0.10 0.72 -0.20
0.40 -0.21 -1.30
-0.92 -0.31 0.43
0.49 -0.01 0.11
0.31 0.61 -0.22
-0.28 -0.08 0.98
0.83 0.17 0.45
-0.54 0.28 0.54
0.74 -1.42 -0.49
-0.41 0.25 -0.60
-0.62 0.72 0.09